Record 1
Here is a cluster of 2 separate species, CH4BrOP in total in a non-equilibrium geometry from the Open Molecules 2025 dataset. Energies are from ωB97M-V with the def2-TZVPD basis set.

- E_HOMO (spin up / spin down): -7.808 / -8.503 eV
- Strongest force on any atom: 2.97 eV/Å
- M: 142.9 g/mol
- DFT total energy: -3030.968384 Ha
- Gap between HOMO and LUMO (spin up / spin down): 6.87 / 8.77 eV

Last column: Mulliken charge in e.
CARTESIAN COORDINATES (ANGSTROEM)
C1 -0.83242 -0.51202 0.44798  -0.387
O1 -0.35051 -1.31116 -0.46894  -0.394
P1 1.33019 1.63613 0.06087  -0.025
Br1 -2.55688 0.25134 0.11683  -0.142
H1 -0.47976 -0.56728 1.42920  0.553
H2 -0.50460 -0.98863 -1.36895  0.380
H3 1.75563 0.70426 0.87580  -0.001
H4 1.63835 0.78735 -1.09280  0.016

=====

Record 2
Here is a structure of composition C12H12N3O3PdS in a non-equilibrium geometry from the Open Molecules 2025 dataset. Energies are from ωB97M-V with the def2-TZVPD basis set.

- E_HOMO (spin up / spin down): -12.435 / -12.435 eV
- Strongest force on any atom: 5.23 eV/Å
- M: 384.7 g/mol
- DFT total energy: -1380.127979 Ha
- Gap between HOMO and LUMO (spin up / spin down): 5.72 / 5.72 eV
- Net charge: +1

Last column: Mulliken charge in e.
CARTESIAN COORDINATES (ANGSTROEM)
Pd1 -0.53760 0.04060 -0.02910  0.581
C1 0.92560 3.00890 -2.98380  -1.243
C2 1.03730 1.87500 -2.00780  0.694
O1 -0.00550 1.26010 -1.69410  -0.634
C3 2.34220 1.56770 -1.51900  -0.618
C4 2.69380 0.64790 -0.54320  0.674
C5 4.13850 0.44370 -0.20890  -1.163
N1 1.79460 -0.06130 0.15260  -0.013
N2 2.17850 -0.87910 1.08210  -0.079
C6 1.22540 -1.44490 1.85940  0.758
O2 0.02990 -1.06470 1.80670  -0.690
C7 1.62330 -2.50640 2.77470  0.514
C8 0.59390 -3.22760 3.39490  -0.477
C9 0.89220 -4.24930 4.26860  -0.645
C10 2.22080 -4.55040 4.54620  -0.329
C11 3.24750 -3.84520 3.92730  -0.712
C12 2.95890 -2.82730 3.03860  -0.184
H1 -0.12320 3.19880 -3.20060  0.371
H2 1.44160 2.76620 -3.91310  0.354
H3 1.38610 3.90470 -2.56930  0.381
H4 3.15060 2.12460 -1.96950  0.369
H5 4.78070 1.07650 -0.81140  0.354
H6 4.40200 -0.59910 -0.37780  0.342
H7 4.30070 0.65120 0.84740  0.347
H8 -0.42590 -2.96190 3.16410  0.409
H9 0.09450 -4.80870 4.73220  0.415
H10 2.45300 -5.33840 5.24720  0.407
H11 4.27470 -4.09410 4.14820  0.408
H12 3.74610 -2.26720 2.55940  0.461
O3 -1.38900 -1.96570 -0.74090  -0.467
S1 -2.68720 -1.69870 -0.03080  0.614
N3 -2.51380 -0.38350 0.65510  -0.199

=====

Record 3
Here is a structure of composition C43H112N8O13 in a non-equilibrium geometry from the Open Molecules 2025 dataset. Energies are from ωB97M-V with the def2-TZVPD basis set.

- E_HOMO: -6.345 eV
- Strongest force on any atom: 14.11 eV/Å
- M: 949.4 g/mol
- DFT total energy: -3119.455591 Ha
- Gap between HOMO and LUMO: 6.57 eV

Last column: Mulliken charge in e.
CARTESIAN COORDINATES (ANGSTROEM)
C1 4.62036 0.19389 -1.71900  -0.683
C2 4.40217 -1.32942 -1.60031  0.938
C3 3.31567 -1.80984 -2.54252  -1.155
O1 5.60358 -1.93073 -1.96117  -0.870
H1 4.96472 0.49810 -2.70742  0.277
H2 5.45973 0.57057 -1.13450  0.228
H3 3.69238 0.69998 -1.45288  -0.317
H4 4.12550 -1.55856 -0.57119  -1.281
H5 3.47958 -1.46890 -3.56478  0.336
H6 2.32126 -1.41466 -2.33495  0.493
H7 3.31669 -2.89912 -2.58197  0.119
H8 5.86900 -2.39037 -1.16124  1.225
C4 7.77695 -3.50456 -1.23096  -0.890
O2 6.63773 -2.78474 -0.60305  -0.105
C5 7.03411 -2.30347 0.65145  -0.831
C6 6.05551 -1.26351 1.24514  -0.461
N1 4.76817 -1.84436 1.33496  -0.363
C7 3.87207 -0.75722 1.73806  -1.375
C8 2.42938 -1.23783 1.87617  0.294
O3 1.91854 -1.71352 0.63851  -0.954
C9 0.69969 -2.40551 0.77899  0.197
H9 7.42827 -3.99244 -2.14117  0.314
H10 8.17710 -4.21206 -0.50472  0.340
H11 8.58330 -2.86973 -1.59824  0.322
H12 7.94851 -1.72397 0.52431  0.425
H13 7.16719 -3.10605 1.37688  0.336
H14 6.07615 -0.37498 0.61412  0.032
H15 6.42901 -0.83066 2.17316  0.560
H16 4.50566 -2.13912 0.40528  1.213
H17 3.96032 0.15702 1.15113  0.204
H18 4.19227 -0.52434 2.75361  0.909
H19 1.92968 -0.30420 2.13453  -1.746
H20 2.32464 -1.97669 2.67066  0.832
H21 0.36326 -2.72881 -0.20609  -0.263
H22 -0.08796 -1.77617 1.19327  -0.256
H23 0.75919 -3.34236 1.33296  0.346
C10 -0.89899 -3.18220 2.99853  -0.693
O4 -0.39745 -3.70482 1.75197  0.355
C11 0.31391 -4.94129 1.87925  -0.408
C12 -0.43339 -5.94925 0.95780  -1.210
N2 -0.63131 -5.47567 -0.39711  -0.466
C13 0.57584 -5.06547 -1.05866  0.550
C14 0.37842 -4.33576 -2.42168  -1.452
O5 0.30226 -2.92503 -2.29066  0.593
C15 0.40324 -2.22157 -3.53117  -2.027
H24 -1.32855 -2.18080 2.97063  -0.382
H25 -0.09326 -3.20301 3.73234  0.375
H26 -1.71471 -3.80274 3.36953  0.402
H27 0.33385 -5.39908 2.86825  0.330
H28 1.33342 -4.78041 1.52881  0.405
H29 -1.41864 -6.08360 1.40428  0.441
H30 0.07774 -6.90076 0.81129  0.434
H31 -0.97941 -4.56373 -0.13772  0.280
H32 1.07781 -6.02211 -1.20349  0.526
H33 1.22194 -4.36377 -0.53114  -0.219
H34 -0.50123 -4.81688 -2.84927  0.200
H35 1.21937 -4.69915 -3.01231  0.537
H36 1.30685 -2.63850 -3.97586  0.623
H37 0.54941 -1.14311 -3.47072  1.335
H38 -0.37092 -2.32693 -4.29123  0.575
C16 4.67074 3.73890 -3.23080  -1.078
O6 3.32083 3.29660 -2.92018  0.015
C17 2.39378 3.84411 -3.80050  -1.423
C18 0.98438 3.24725 -3.60443  -1.035
N3 0.91617 1.79078 -3.80128  -0.219
C19 -0.40399 1.30291 -3.40766  -0.003
C20 -0.67986 -0.19961 -3.72737  -0.916
O7 -2.06964 -0.44391 -3.46271  -0.731
C21 -2.38357 -0.61254 -2.10380  0.657
H39 4.71090 4.81543 -3.39689  0.332
H40 5.03708 3.17820 -4.09075  0.395
H41 5.40623 3.45356 -2.47865  0.273
H42 2.59451 3.77599 -4.86969  0.494
H43 2.31686 4.90088 -3.54469  0.487
H44 0.36343 3.75511 -4.34240  0.557
H45 0.50772 3.57953 -2.68221  1.802
H46 1.56866 1.49626 -3.08880  0.537
H47 -1.19471 1.84247 -3.92894  0.862
H48 -0.49295 1.45416 -2.33188  -0.489
H49 -0.03187 -0.89162 -3.18949  -1.111
H50 -0.56844 -0.23957 -4.81093  0.844
H51 -3.36822 -1.07913 -2.13322  0.099
H52 -2.37438 0.36216 -1.61598  -0.816
H53 -1.65324 -1.26612 -1.62677  0.101
C22 1.68300 -0.47724 -1.31508  0.847
O8 1.56509 0.82408 -1.89326  1.445
C23 1.85283 2.01777 -1.14334  -2.002
C24 0.89746 2.12662 0.02282  -2.404
N4 -0.49343 2.03332 -0.38338  1.324
C25 -1.37296 1.76217 0.79429  -1.238
C26 -1.28344 0.25213 1.17044  -0.412
O9 -1.63296 -0.49495 -0.02759  2.027
C27 -2.11135 -1.83340 0.18731  -0.732
H54 0.85365 -0.78283 -0.67720  0.296
H55 2.61273 -0.58210 -0.75588  0.071
H56 1.68004 -1.09555 -2.21274  -1.843
H57 1.72513 2.84894 -1.83685  0.795
H58 2.89008 1.99217 -0.80934  1.037
H59 1.06898 3.07872 0.52502  1.101
H60 1.13785 1.42308 0.81990  -0.450
H61 -0.53311 1.15279 -0.87652  -0.229
H62 -2.42313 1.89770 0.53570  0.743
H63 -1.11650 2.46580 1.58627  0.541
H64 -1.99604 0.13994 1.98758  -0.382
H65 -0.28866 -0.07789 1.46977  0.367
H66 -1.31154 -2.45496 0.58988  -0.012
H67 -2.38353 -2.24642 -0.78399  1.263
H68 -2.96670 -1.81682 0.86275  -0.687
C28 0.72368 2.63157 3.12126  -1.205
C29 -0.11885 1.50582 3.71417  -0.498
C30 -1.61809 1.61230 3.49122  0.029
O10 -1.93508 2.97264 3.76548  -0.660
C31 -2.95736 3.48648 2.86709  -1.472
N5 0.44161 0.17077 3.33829  -0.124
H69 1.73988 2.47803 3.48437  0.584
H70 0.51473 3.66628 3.39296  0.183
H71 0.81479 2.48597 2.04488  0.150
H72 0.09747 1.62475 4.77585  0.527
H73 -2.07304 0.91849 4.19815  1.023
H74 -1.89344 1.27732 2.49118  -0.869
H75 -2.70749 3.29677 1.82322  0.752
H76 -3.20892 4.52668 3.07396  0.360
H77 -3.90499 2.95939 2.97787  0.338
H78 0.01348 -0.43482 4.02390  0.227
H79 1.45120 0.19454 3.35482  0.892
C32 -3.70695 1.84005 -0.45883  -1.247
C33 -4.65175 1.26174 -1.46852  0.738
C34 -5.42126 0.01181 -1.02628  -1.624
O11 -4.48188 -1.04574 -1.00284  -0.366
C35 -5.03579 -2.32322 -0.71596  -0.777
N6 -5.56655 2.30212 -1.82925  -0.736
H80 -3.23156 2.67465 -0.97413  -1.744
H81 -2.92183 1.23207 -0.00934  0.610
H82 -4.35626 2.24015 0.31990  1.876
H83 -4.03166 1.12415 -2.35433  0.142
H84 -6.14742 -0.22592 -1.80363  0.937
H85 -5.95450 0.08737 -0.07863  0.346
H86 -6.09685 -2.44007 -0.93640  0.489
H87 -4.89552 -2.59617 0.32995  0.123
H88 -4.64403 -3.10476 -1.36698  0.352
H89 -6.30730 1.93971 -2.41239  0.328
H90 -5.09637 3.07253 -2.28256  0.283
C36 -4.27285 0.84738 1.91674  -1.521
C37 -4.32598 -0.74121 2.10388  1.489
C38 -3.46737 -1.23172 3.23857  -1.446
O12 -2.10856 -1.18040 2.95594  0.357
C39 -1.29271 -1.36857 4.01805  -1.817
N7 -5.74498 -0.97857 2.48909  -0.647
H91 -4.82771 1.11063 1.01623  0.910
H92 -3.25637 1.18792 1.71951  0.340
H93 -4.73788 1.32247 2.78053  0.769
H94 -4.13167 -1.25455 1.16217  -0.700
H95 -3.83162 -2.24146 3.42784  0.450
H96 -3.64328 -0.68394 4.16436  0.356
H97 -1.58079 -0.75495 4.87162  0.744
H98 -0.26272 -1.14761 3.73807  0.097
H99 -1.40744 -2.38023 4.40727  0.860
H100 -5.98142 -1.96041 2.47554  0.405
H101 -6.30782 -0.51224 1.79206  0.491
C40 -2.73377 3.91815 -0.68414  -0.240
C41 -1.31627 4.47395 -0.88126  -0.719
C42 -0.56913 4.42539 0.47418  -0.191
O13 -1.26353 5.20506 1.44810  -0.390
C43 -0.69089 5.26736 2.75782  -1.235
N8 -0.75989 3.72883 -1.97776  0.685
H102 -2.69332 2.83329 -0.58645  -1.851
H103 -3.43284 4.17150 -1.48114  1.052
H104 -3.16913 4.39302 0.19509  0.320
H105 -1.40145 5.49902 -1.24193  0.568
H106 0.42280 4.86157 0.35624  1.311
H107 -0.39341 3.39052 0.76791  -0.662
H108 -0.66278 4.30587 3.27051  0.607
H109 -1.33262 5.93747 3.32988  0.402
H110 0.34551 5.59498 2.67635  0.384
H111 -0.52508 2.78903 -1.69184  -2.200
H112 -1.54522 3.61875 -2.60325  0.466

=====

Repeat the second record exactly.
Here is a structure of composition C12H12N3O3PdS in a non-equilibrium geometry from the Open Molecules 2025 dataset. Energies are from ωB97M-V with the def2-TZVPD basis set.

- E_HOMO (spin up / spin down): -12.435 / -12.435 eV
- Strongest force on any atom: 5.23 eV/Å
- M: 384.7 g/mol
- DFT total energy: -1380.127979 Ha
- Gap between HOMO and LUMO (spin up / spin down): 5.72 / 5.72 eV
- Net charge: +1

Last column: Mulliken charge in e.
CARTESIAN COORDINATES (ANGSTROEM)
Pd1 -0.53760 0.04060 -0.02910  0.581
C1 0.92560 3.00890 -2.98380  -1.243
C2 1.03730 1.87500 -2.00780  0.694
O1 -0.00550 1.26010 -1.69410  -0.634
C3 2.34220 1.56770 -1.51900  -0.618
C4 2.69380 0.64790 -0.54320  0.674
C5 4.13850 0.44370 -0.20890  -1.163
N1 1.79460 -0.06130 0.15260  -0.013
N2 2.17850 -0.87910 1.08210  -0.079
C6 1.22540 -1.44490 1.85940  0.758
O2 0.02990 -1.06470 1.80670  -0.690
C7 1.62330 -2.50640 2.77470  0.514
C8 0.59390 -3.22760 3.39490  -0.477
C9 0.89220 -4.24930 4.26860  -0.645
C10 2.22080 -4.55040 4.54620  -0.329
C11 3.24750 -3.84520 3.92730  -0.712
C12 2.95890 -2.82730 3.03860  -0.184
H1 -0.12320 3.19880 -3.20060  0.371
H2 1.44160 2.76620 -3.91310  0.354
H3 1.38610 3.90470 -2.56930  0.381
H4 3.15060 2.12460 -1.96950  0.369
H5 4.78070 1.07650 -0.81140  0.354
H6 4.40200 -0.59910 -0.37780  0.342
H7 4.30070 0.65120 0.84740  0.347
H8 -0.42590 -2.96190 3.16410  0.409
H9 0.09450 -4.80870 4.73220  0.415
H10 2.45300 -5.33840 5.24720  0.407
H11 4.27470 -4.09410 4.14820  0.408
H12 3.74610 -2.26720 2.55940  0.461
O3 -1.38900 -1.96570 -0.74090  -0.467
S1 -2.68720 -1.69870 -0.03080  0.614
N3 -2.51380 -0.38350 0.65510  -0.199

=====

> Look up the DFT total energy of the first one.

-3030.968384 Ha

=====

> strongest force on any atom of number 3 (C43H112N8O13)?

14.11 eV/Å

=====

> Which value of DFT total energy does entry 3 give?

-3119.455591 Ha